Here is 10 unconnected molecules or ions with the total composition C32H96N9O10P3S7 at a distorted geometry from the Open Molecules 2025 dataset. Energies are from ωB97M-V/def2-TZVPD.

The energy above the lowest of the compared OMol25 structures with the same formula, charge and spin is 0.699 eV. As for the total charge: 0. Its total energy is -6333.290290 a.u.

```
157
Properties=species:S:1:pos:R:3:forces:R:3
H 22.39157 -6.59586 -12.30402 -0.2 -0.1 0.0
H 25.67582 -1.73337 -18.37058 0.0 0.0 0.1
H 23.55496 -8.23849 -15.92075 -0.3 0.3 0.1
H 18.09002 -7.27393 -11.89458 0.6 -0.3 -0.1
H 19.56679 -12.69648 -11.50564 0.1 -0.1 -0.2
N 17.97209 -6.70408 -13.94731 -0.1 -0.9 0.2
C 20.51411 -10.66163 -15.78607 -0.4 -0.1 -1.2
C 19.71434 -4.54318 -16.40103 -0.3 0.3 0.7
H 22.65877 -10.37738 -10.47492 0.0 0.1 -0.1
H 25.61850 -3.60993 -19.75968 -0.1 -0.3 -0.3
H 17.22205 -11.07952 -17.28367 0.0 0.3 -0.3
O 23.86383 -0.08490 -11.95901 0.3 0.2 0.0
C 19.66682 -7.03152 -16.35522 0.6 0.7 -1.2
O 20.23947 -11.55282 -9.36056 -0.1 -0.2 0.4
H 25.42440 -5.82642 -16.25789 0.1 -0.1 0.3
H 21.69067 -8.35623 -13.71140 0.0 0.3 -0.3
H 11.52243 -2.82494 -10.66008 0.0 0.1 -0.5
H 18.29548 -0.25150 -12.02304 0.0 -0.6 0.4
H 18.81949 -1.90441 -12.73554 0.2 0.1 0.5
H 13.33888 -0.02895 -11.05840 0.2 0.0 -0.2
H 24.42492 -0.51064 -18.57343 0.0 0.0 -0.1
C 20.78965 -1.33227 -17.68219 -0.3 -0.6 -0.2
P 13.32310 -3.19879 -12.80735 0.3 0.2 1.6
S 25.85566 -8.10492 -15.39650 -0.2 0.5 0.6
H 11.33267 -6.10275 -12.10841 -0.1 0.0 -0.1
H 18.13868 -6.17640 -9.32214 -0.1 -0.1 -0.2
H 20.88233 0.46218 -19.83022 0.2 0.4 -0.3
C 21.78996 0.28651 -19.24406 -0.2 -0.1 -0.1
C 11.35334 -3.84862 -10.99521 -0.1 0.3 1.0
H 18.67769 -4.21308 -16.53910 0.1 0.0 -0.7
H 10.93385 -1.10401 -13.84812 0.0 0.0 -0.2
H 26.70080 -5.07887 -12.37871 -0.1 -0.2 0.0
H 19.22701 -0.27094 -13.43748 -0.1 -0.4 -0.5
O 21.66000 -3.65831 -19.20478 -0.3 0.0 0.3
H 12.86312 -1.36382 -15.70432 -0.1 -0.1 -0.1
H 18.32018 -2.01590 -15.38841 0.2 -0.3 0.4
N 13.57486 -1.97799 -11.71974 -0.7 0.5 0.0
O 16.60356 0.31136 -14.40770 0.2 0.2 -0.2
H 20.03581 -2.39939 -21.41073 0.0 0.8 -0.6
H 20.74478 -11.67288 -16.12238 0.1 -0.1 0.4
O 26.12152 -9.34846 -16.14744 0.0 -0.3 -0.3
C 23.63290 -0.16920 -14.60306 0.3 -0.2 -0.6
H 26.37144 -2.14155 -13.11052 0.2 0.0 0.2
S 26.25522 -4.05224 -14.51508 -0.2 0.4 0.5
C 17.70773 -7.64852 -12.85264 -0.2 1.2 0.5
S 20.36178 -10.73484 -10.58310 0.2 -0.1 -0.9
C 12.19042 -5.58862 -12.53664 0.2 0.0 -0.5
H 17.19151 -3.18963 -14.54318 0.2 -0.1 0.0
H 20.51710 -8.46520 -12.39499 0.4 -0.3 -0.1
H 23.24363 -1.52967 -22.82792 -0.1 0.2 -0.1
H 22.14206 -10.44640 -12.16693 0.0 -0.1 0.0
H 19.93704 -6.80533 -17.39461 -0.4 0.1 0.0
N 12.30166 -4.24219 -11.99796 0.2 -0.1 -0.1
C 20.69529 -8.03733 -13.39583 -0.5 -0.4 1.6
N 19.72406 -5.78247 -15.62678 0.2 0.7 0.3
C 19.55323 -11.68110 -11.90669 -0.1 -0.2 0.8
O 14.61544 -3.83576 -13.13160 -0.3 -0.4 -0.8
C 27.00293 -2.51565 -13.91804 -0.7 0.0 0.1
H 11.47264 -4.39178 -10.04591 0.0 -0.4 -0.3
P 22.33390 -2.39410 -19.56329 -0.1 -0.4 -0.8
C 16.76634 -6.02239 -14.43724 0.2 0.5 0.3
H 22.17547 -5.30689 -13.41853 -0.2 0.9 0.4
S 16.90405 -0.98164 -13.73086 -0.5 -0.2 0.1
H 21.30663 -1.31401 -16.72360 -0.3 -0.1 0.2
S 22.83695 -0.30747 -13.01134 -0.2 -0.2 0.9
H 22.69586 0.45598 -19.81739 -0.1 0.1 -0.3
C 13.11357 -2.36779 -15.33894 0.0 1.3 0.3
H 20.49338 -7.70412 -16.10876 -0.5 -0.3 0.6
H 24.64863 -4.21424 -18.42958 -0.2 -0.2 -0.1
C 22.80906 -1.07015 -21.92623 0.5 -0.9 -1.1
H 18.08066 -8.63627 -13.10194 -0.2 -0.2 0.3
H 22.39808 -2.61912 -12.18032 -0.1 0.6 0.3
H 20.96318 -3.76399 -21.66270 0.2 0.0 -0.4
H 16.53614 -5.18992 -13.76595 -0.3 0.1 -0.2
H 16.89587 -5.64298 -15.45293 0.1 0.0 0.0
C 24.59923 -1.56499 -18.35148 -0.3 0.2 0.1
C 18.49595 -0.87628 -12.89291 -0.2 0.7 -0.5
H 26.87073 -6.69421 -16.90301 0.0 0.3 0.0
H 24.55342 -0.75436 -14.63744 -0.1 -0.1 0.2
N 20.52719 -6.60326 -13.22774 -0.1 -0.2 -0.2
H 15.51661 -2.32762 -10.97329 -0.1 0.3 -0.1
H 19.67388 -5.84524 -10.21339 -0.1 -0.3 0.2
H 21.09004 -2.52864 -22.94013 -0.3 0.2 0.0
C 21.64783 -5.86119 -12.63982 0.0 -1.6 0.0
C 12.93679 -0.67627 -11.84016 0.3 0.3 0.6
H 16.64180 -7.63810 -12.62135 -0.1 -0.4 -0.5
H 18.66640 -7.46446 -16.35289 0.2 -0.4 0.2
H 12.79183 -3.08822 -16.09218 0.1 -0.2 0.1
C 24.58895 -3.76180 -19.42738 0.2 0.6 0.5
C 22.04553 -10.92833 -11.19418 0.6 0.5 0.5
O 24.91645 -3.72279 -15.09583 0.1 0.2 -0.3
S 18.72542 -10.48074 -15.62217 0.3 1.2 0.3
H 25.24758 -4.02038 -12.29419 0.2 0.3 -0.2
H 15.90448 -6.68621 -14.43100 0.1 -0.2 -0.1
H 20.16626 -3.74182 -15.81350 0.2 -0.1 0.0
H 14.19053 -2.33842 -15.18921 0.0 -0.4 -0.2
N 23.97162 -2.43754 -19.32860 0.1 0.4 -0.1
O 18.21464 -11.43832 -14.61812 -0.1 -0.6 -0.2
C 17.32435 -2.20702 -14.98223 0.3 0.6 -0.7
C 18.30777 -11.00992 -17.28868 0.1 -1.1 0.4
H 14.28496 -3.19484 -10.15870 -0.3 0.3 0.3
H 20.72514 -10.01066 -16.64089 0.3 0.1 0.2
H 14.46166 -1.40461 -9.89725 -0.2 -0.1 0.1
C 25.81684 -4.72202 -12.90413 -0.1 -0.2 -0.1
H 25.11890 -5.51644 -13.17105 0.3 -0.3 0.2
H 24.18584 -1.74683 -17.35826 0.4 -0.1 0.3
C 18.71592 -5.44206 -9.87871 0.9 0.4 -0.2
H 17.06508 -4.23949 -7.58311 -0.1 -0.1 -0.2
H 10.49809 -2.66709 -13.20741 0.4 -0.1 0.2
P 19.34030 -5.74578 -13.99868 -0.6 -0.7 -0.5
H 18.72814 -10.34256 -18.03494 -0.2 0.2 0.0
H 20.31487 -2.29302 -17.88737 0.4 -0.2 0.5
H 16.69894 -2.06847 -15.86689 -0.5 0.0 0.4
H 21.07237 -10.31915 -14.92262 -0.2 -0.2 0.2
C 20.98699 -2.68891 -21.87292 0.1 -1.2 1.2
H 13.08279 -6.19937 -12.37450 0.0 0.1 0.3
O 19.11369 -4.39978 -13.43489 0.7 0.3 -0.2
N 21.73911 -1.07701 -18.76515 -0.4 0.1 0.9
H 19.91104 -0.68069 -17.64331 0.5 0.6 -0.3
H 18.26082 -5.03151 -10.78203 -0.4 0.0 0.2
H 23.88692 0.85782 -14.85961 -0.3 0.1 0.3
H 22.94006 -0.56877 -15.34152 0.0 0.0 -0.1
H 23.99630 -4.38900 -20.08367 0.2 -0.1 -0.1
H 21.80640 1.01469 -18.43080 0.0 -0.2 0.2
H 10.56376 -2.48178 -14.91285 0.2 0.1 -0.1
H 22.11327 -0.30774 -22.28460 0.0 0.2 0.3
H 21.88584 -2.31316 -13.84966 -0.1 0.0 0.1
H 26.95443 -1.76141 -14.70092 0.3 -0.2 -0.3
C 24.09312 -8.11611 -14.98226 0.6 -0.5 -0.1
H 20.04645 -11.63651 -12.86990 0.0 0.2 0.0
N 12.46759 -2.53905 -14.04186 0.4 -0.6 -0.7
H 21.29837 -5.41154 -11.71458 0.3 1.0 -0.4
H 19.92556 -8.52609 -13.98866 0.1 0.5 -0.4
C 11.07710 -2.18126 -13.99425 -0.8 0.1 0.0
O 19.67943 -2.97343 -9.56681 0.3 -0.1 -0.1
H 23.85960 -7.24760 -14.37088 -0.3 0.2 -0.3
H 11.86016 -0.67124 -11.62565 0.0 -0.2 -0.4
H 25.25448 -7.09443 -17.47839 -0.1 -0.2 0.1
N 22.15716 -2.14164 -21.19148 0.1 0.6 -0.2
H 17.36312 -2.60361 -8.11659 0.2 0.1 -0.1
C 17.40705 -3.64387 -8.43326 -0.1 -0.1 0.6
H 16.78510 -3.80378 -9.31063 0.0 0.0 -0.1
H 18.52016 -11.34940 -11.95706 0.0 0.0 -0.3
H 10.30578 -3.94523 -11.30291 0.0 0.0 -0.1
C 25.82649 -6.77832 -16.60312 0.0 -0.2 -0.6
H 12.09270 -5.53975 -13.62856 -0.3 -0.1 0.1
H 20.29227 -4.64243 -17.31766 -0.2 0.0 -0.1
H 18.68859 -12.02236 -17.45281 0.1 0.0 0.0
C 22.64865 -2.09206 -13.09505 0.0 -0.4 -1.3
H 23.96866 -9.01955 -14.38421 0.0 0.0 0.0
C 14.48341 -2.21794 -10.61632 0.7 -0.7 -0.4
H 13.16118 -0.21090 -12.79957 -0.2 0.1 0.0
H 23.68714 -0.64632 -21.44536 -0.3 0.1 0.5
H 22.44971 -11.94010 -11.18336 -0.5 -0.2 -0.2
H 28.01716 -2.74211 -13.59803 0.0 0.2 0.0
S 19.13365 -4.08895 -8.75304 -0.6 0.3 -0.2
H 23.58478 -2.46258 -13.51329 0.1 -0.2 0.2
```
Forces are in eV/Å.

Results of the Löwdin charge analysis, in e, for atoms 1 through 8: H 0.079; H 0.085; H 0.059; H 0.067; H 0.060; N -0.285; C -0.252; C -0.104